Entry from OMol25: 4 unconnected molecules or ions with the total composition C3H14NO3 (ωB97M-V/def2-TZVPD).

Atoms and positions in Å:
C (-0.097, -3.189, -0.025)
C (0.268, -2.004, 0.867)
C (1.727, -0.642, -0.626)
N (0.750, -0.796, 0.151)
H (0.445, -3.200, -0.968)
H (-0.029, -4.145, 0.478)
H (-1.135, -2.992, -0.306)
H (-0.496, -1.662, 1.562)
H (1.025, -2.316, 1.598)
H (1.905, 0.325, -1.098)
H (2.475, -1.410, -0.803)
H (0.192, -0.049, 0.541)
H (-1.917, 0.798, 0.837)
H (-1.072, 1.969, 0.960)
O (-1.191, 1.122, 1.388)
H (2.224, 2.403, -1.348)
H (0.845, 2.800, -0.908)
O (1.569, 2.211, -0.665)
H (-3.104, 2.801, -0.782)
H (-2.363, 1.907, -1.723)
O (-2.381, 2.160, -0.792)

The calculation puts the LUMO energy at -4.3 eV. The total charge is +1. The value obtained for the relative energy (zero: lowest compared OMol25 entry of this formula, charge and spin) is 127.90 kJ/mol.

***

Entry from OMol25: 2 unconnected molecules or ions with the total composition C5H16N3 (ωB97M-V/def2-TZVPD).

Atoms and positions in Å:
C (-2.450, -1.971, 0.483)
C (-2.934, -1.352, -0.844)
H (-1.940, -2.938, 0.186)
H (-1.838, -1.437, 1.015)
H (-3.317, -2.496, 1.046)
H (-3.642, -2.006, -1.352)
H (-2.087, -1.277, -1.392)
H (-3.162, -0.279, -0.760)
C (2.095, 0.796, 0.934)
C (3.495, 0.168, 0.964)
C (0.260, 1.300, -0.632)
N (1.510, 0.819, -0.418)
N (-0.399, 1.792, 0.452)
N (-0.265, 0.830, -1.750)
H (1.355, 0.064, 1.582)
H (1.994, 1.980, 1.222)
H (4.151, 0.778, 0.413)
H (3.678, -0.903, 0.805)
H (1.923, 0.243, -1.101)
H (0.132, 1.947, 1.325)
H (-1.303, 2.187, 0.380)
H (-0.100, 1.055, -2.674)
H (-1.136, 0.262, -1.832)
H (3.979, 0.436, 1.947)

The calculation puts the LUMO energy at -3.6 eV. The total charge is +1. The value obtained for the relative energy (zero: lowest compared OMol25 entry of this formula, charge and spin) is 290.57 kJ/mol.

***

Entry from OMol25: a molecular structure, C4H4O (ωB97M-V/def2-TZVPD).

Atoms and positions in Å:
C (0.592, -0.956, 0.000)
C (1.599, -0.069, 0.000)
C (-0.307, 0.203, 0.000)
C (-1.587, 0.512, 0.000)
O (0.807, 1.077, 0.000)
H (0.472, -2.016, 0.000)
H (2.670, -0.027, 0.000)
H (-1.912, 1.537, 0.000)
H (-2.334, -0.260, 0.000)

The calculation puts the LUMO energy at 1.0 eV. The value obtained for the relative energy (zero: lowest compared OMol25 entry of this formula, charge and spin) is 182.49 kJ/mol.

***

Entry from OMol25: a single C13H17NO molecule (ωB97M-V/def2-TZVPD).

Atoms and positions in Å:
C (-4.117, 0.608, 0.346)
C (-3.884, 1.906, 0.333)
C (-2.600, 2.557, -0.092)
N (-1.518, 1.630, -0.309)
C (-0.960, 1.428, -1.526)
O (-1.287, 2.053, -2.512)
C (0.147, 0.388, -1.520)
H (0.300, 0.047, -2.544)
C (1.441, 1.006, -0.985)
H (1.748, 1.816, -1.650)
H (1.261, 1.434, 0.004)
C (2.569, -0.029, -0.888)
C (2.238, -1.098, 0.114)
C (1.805, -2.354, -0.292)
C (1.462, -3.319, 0.640)
C (1.546, -3.040, 1.993)
C (1.979, -1.792, 2.409)
C (2.322, -0.830, 1.476)
H (2.665, 0.141, 1.806)
H (2.052, -1.569, 3.464)
H (1.279, -3.792, 2.720)
H (1.128, -4.291, 0.308)
H (1.738, -2.578, -1.347)
H (2.734, -0.476, -1.870)
H (3.487, 0.482, -0.587)
H (-0.140, -0.464, -0.901)
H (-1.242, 1.052, 0.469)
H (-2.307, 3.302, 0.659)
H (-2.753, 3.078, -1.044)
H (-4.650, 2.606, 0.638)
H (-5.066, 0.207, 0.657)
H (-3.378, -0.111, 0.033)

The calculation puts the LUMO energy at 0.8 eV. The value obtained for the relative energy (zero: lowest compared OMol25 entry of this formula, charge and spin) is 49.69 kJ/mol.

***

Entry from OMol25: 12 unconnected molecules or ions with the total composition C7H38N14O12 (ωB97M-V/def2-TZVPD).

Atoms and positions in Å:
O (-4.547, -1.527, -3.078)
H (-3.734, -1.053, -2.903)
H (-4.293, -2.226, -3.680)
O (-3.206, -0.772, 2.884)
H (-3.284, -1.575, 2.368)
H (-2.357, -0.849, 3.320)
O (-3.672, 1.345, -1.275)
H (-3.251, 2.100, -1.687)
H (-4.496, 1.688, -0.931)
O (-5.880, -2.114, -0.076)
H (-4.996, -1.833, 0.161)
H (-5.748, -2.901, -0.604)
O (-3.505, -3.121, 1.345)
H (-3.827, -3.811, 0.764)
H (-2.990, -3.585, 2.006)
C (-0.898, 3.844, 0.802)
O (-0.489, 4.096, -0.301)
N (-1.507, 4.704, 1.576)
N (-0.837, 2.720, 1.480)
H (-2.016, 4.357, 2.377)
H (-1.894, 5.552, 1.186)
H (-0.368, 1.948, 1.028)
H (-1.141, 2.755, 2.442)
C (3.888, 2.558, 0.424)
O (4.126, 3.319, -0.517)
N (4.652, 2.165, 1.363)
N (2.665, 2.349, 0.752)
H (4.331, 1.645, 2.167)
H (5.516, 2.687, 1.343)
H (2.497, 1.542, 1.336)
H (1.979, 2.689, 0.093)
C (3.158, -1.420, 1.995)
O (2.469, -0.376, 1.881)
N (2.841, -2.486, 1.269)
N (4.289, -1.567, 2.651)
H (2.108, -2.366, 0.585)
H (3.541, -3.212, 1.211)
H (4.824, -2.357, 2.321)
H (4.740, -0.769, 3.076)
C (2.347, 1.727, -3.850)
O (2.522, 1.456, -5.037)
N (3.352, 1.807, -3.004)
N (1.145, 2.140, -3.324)
H (3.470, 2.035, -2.027)
H (4.220, 1.569, -3.462)
H (0.361, 2.256, -3.950)
H (1.099, 2.572, -2.412)
C (-0.099, -0.199, 4.540)
O (-0.687, -0.074, 5.600)
N (0.965, 0.502, 4.285)
N (-0.332, -1.193, 3.718)
H (1.325, 1.087, 5.025)
H (1.415, 0.340, 3.395)
H (0.311, -1.379, 2.962)
H (-0.909, -1.948, 4.059)
C (-0.528, -2.713, -4.019)
O (-1.548, -2.571, -3.339)
N (0.009, -3.755, -4.590)
N (0.435, -1.831, -4.041)
H (0.719, -3.504, -5.263)
H (-0.577, -4.576, -4.632)
H (0.262, -1.069, -3.401)
H (1.156, -1.873, -4.747)
C (-0.902, -1.064, -0.232)
O (-0.468, -1.892, 0.593)
N (-2.100, -1.005, -0.693)
N (-0.220, 0.032, -0.548)
H (-2.758, -1.712, -0.397)
H (-2.638, -0.235, -1.064)
H (-0.680, 0.639, -1.211)
H (0.642, 0.284, -0.087)

The calculation puts the LUMO energy at -0.1 eV. The value obtained for the relative energy (zero: lowest compared OMol25 entry of this formula, charge and spin) is 408.72 kJ/mol.

***

Entry from OMol25: a molecular structure, C24H33FN4PPdS4Sb (ωB97M-V/def2-TZVPD).

Atoms and positions in Å:
Pd (-1.707, 1.391, 0.006)
C (2.101, -2.596, -0.838)
C (2.269, -1.260, -0.106)
C (3.393, -1.391, 0.925)
C (2.482, -0.106, -1.073)
C (3.461, -0.240, -2.050)
C (3.686, 0.751, -2.988)
C (2.888, 1.883, -2.944)
C (1.910, 2.072, -1.974)
C (1.111, 3.363, -2.070)
C (-0.326, 3.058, -2.473)
C (1.182, 4.219, -0.809)
C (1.701, 1.075, -0.982)
N (0.769, 1.182, 0.069)
C (1.360, 1.340, 1.286)
C (2.605, 1.981, 1.500)
C (3.163, 2.139, 2.756)
C (2.519, 1.667, 3.892)
C (1.298, 1.018, 3.730)
C (0.764, 0.863, 2.476)
F (-0.387, 0.147, 2.382)
H (1.800, -3.380, -0.138)
H (3.039, -2.919, -1.297)
H (1.352, -2.528, -1.630)
H (1.341, -1.043, 0.427)
H (4.345, -1.590, 0.422)
H (3.192, -2.226, 1.603)
H (3.506, -0.488, 1.522)
H (4.066, -1.140, -2.074)
H (4.456, 0.641, -3.743)
H (3.031, 2.668, -3.681)
H (1.578, 3.944, -2.876)
H (-0.703, 2.326, -1.757)
H (-0.386, 2.609, -3.466)
H (-0.977, 3.933, -2.432)
H (0.742, 3.711, 0.046)
H (0.639, 5.154, -0.961)
H (2.220, 4.458, -0.562)
H (3.131, 2.354, 0.630)
H (4.116, 2.650, 2.847)
H (2.942, 1.802, 4.880)
H (0.743, 0.618, 4.570)
S (-4.216, 4.856, -0.701)
Sb (-4.120, 2.697, 0.066)
S (-3.615, 1.319, -1.786)
S (-1.532, 3.263, 1.520)
S (-2.268, 2.726, 3.278)
C (-2.421, -4.141, -0.381)
N (-3.386, -3.304, -1.084)
C (-4.511, -3.050, -0.185)
N (-4.141, -2.479, 1.105)
C (-3.140, -3.341, 1.725)
N (-1.965, -3.605, 0.895)
C (-1.173, -2.378, 0.691)
P (-2.117, -1.014, -0.138)
C (-2.772, -2.046, -1.532)
C (-3.620, -1.114, 0.935)
H (-1.554, -4.302, -1.028)
H (-2.897, -5.109, -0.188)
H (-5.011, -4.008, -0.002)
H (-5.211, -2.373, -0.680)
H (-3.611, -4.305, 1.946)
H (-2.815, -2.885, 2.663)
H (-0.303, -2.628, 0.079)
H (-0.801, -2.014, 1.649)
H (-1.953, -2.278, -2.220)
H (-3.500, -1.440, -2.072)
H (-4.386, -0.476, 0.487)
H (-3.375, -0.681, 1.910)

Its expectation value of S² is 2.019. The spin multiplicity is 3. The calculation puts the LUMO energy (alpha / beta) at 4.3 / 4.3 eV. The total charge is -2. The value obtained for the relative energy (zero: lowest compared OMol25 entry of this formula, charge and spin) is 11.15 kJ/mol.

***

Entry from OMol25: 2 unconnected molecules or ions with the total composition C16H19N2O4 (ωB97M-V/def2-TZVPD).

Atoms and positions in Å:
C (3.047, -0.754, 2.192)
C (2.685, 0.643, 2.903)
C (2.490, 1.863, 1.886)
O (3.193, 1.924, 0.845)
O (1.472, 2.875, 2.129)
C (0.335, 2.398, 1.334)
C (-1.019, 2.284, 2.210)
C (-1.482, 0.742, 2.145)
C (-1.660, -0.172, 3.411)
C (-2.128, -1.636, 3.185)
N (-2.368, -2.192, 1.857)
C (-2.211, -1.421, 0.647)
C (-1.775, 0.060, 0.748)
H (2.146, -1.231, 1.655)
H (3.332, -1.483, 3.041)
H (3.940, -0.702, 1.485)
H (1.678, 0.490, 3.436)
H (3.543, 0.920, 3.603)
H (0.123, 3.074, 0.421)
H (0.603, 1.359, 0.894)
H (-1.858, 2.966, 1.843)
H (-0.826, 2.582, 3.311)
H (-1.443, 0.267, 4.447)
H (-2.293, -2.329, 4.072)
H (-2.650, -3.181, 1.802)
H (-2.368, -1.841, -0.411)
H (-1.600, 0.746, -0.164)
C (1.577, -0.261, -4.489)
C (0.733, 0.809, -4.204)
C (-0.576, 0.574, -3.796)
C (-1.028, -0.740, -3.671)
C (-0.189, -1.815, -3.961)
C (1.117, -1.570, -4.372)
N (-2.397, -0.993, -3.217)
O (-3.111, -0.025, -2.988)
O (-2.750, -2.161, -3.087)
H (2.600, -0.074, -4.802)
H (1.097, 1.826, -4.299)
H (-1.224, 1.416, -3.578)
H (-0.534, -2.840, -3.872)
H (1.779, -2.399, -4.598)

The calculation puts the LUMO energy at -5.0 eV. The total charge is +1. The value obtained for the relative energy (zero: lowest compared OMol25 entry of this formula, charge and spin) is 438.90 kJ/mol.

***

Entry from OMol25: a gas-phase ion, C3H5N2O3 (charge -1) (ωB97M-V/def2-TZVPD).

Atoms and positions in Å:
O (0.537, 2.071, -0.181)
C (0.313, 0.878, 0.045)
N (0.623, -0.086, -0.832)
C (-0.008, -1.518, -1.018)
O (-0.110, -2.074, 0.089)
O (-0.173, -1.788, -2.192)
C (-0.288, 0.425, 1.449)
N (-0.754, 1.574, 2.179)
H (1.123, 0.154, -1.677)
H (-1.106, -0.246, 1.189)
H (0.388, -0.357, 1.807)
H (-1.697, 1.868, 2.033)
H (-0.052, 2.282, 2.279)

The calculation puts the LUMO energy at 4.0 eV. The total charge is -1. The value obtained for the relative energy (zero: lowest compared OMol25 entry of this formula, charge and spin) is 65.46 kJ/mol.

***

Entry from OMol25: 2 unconnected molecules or ions with the total composition H3NO2Si (ωB97M-V/def2-TZVPD).

Atoms and positions in Å:
N (1.429, -0.108, -0.031)
O (2.095, -0.295, -1.044)
O (1.914, 0.155, 1.045)
Si (-1.169, 0.050, 0.066)
H (-1.861, -0.947, 0.917)
H (-1.402, 1.481, 0.333)
H (-1.006, -0.336, -1.286)

The calculation puts the LUMO energy at -1.5 eV. The value obtained for the relative energy (zero: lowest compared OMol25 entry of this formula, charge and spin) is 195.04 kJ/mol.

***

Entry from OMol25: a single C7H12N2 molecule (ωB97M-V/def2-TZVPD).

Atoms and positions in Å:
C (-0.866, -0.545, 1.424)
C (-0.828, -0.620, -0.013)
C (0.136, -1.577, -0.646)
C (1.513, -1.177, -0.091)
C (1.391, 1.367, 0.081)
C (-0.811, 0.734, -0.635)
C (-2.224, 0.154, -0.416)
H (0.081, -0.699, 1.872)
H (-1.611, -1.240, 1.986)
H (-1.037, 0.564, 1.809)
H (-0.158, -2.607, -0.238)
H (0.232, -1.605, -1.750)
H (1.653, -1.476, 1.001)
H (2.195, -1.990, -0.504)
H (2.078, 2.119, 0.543)
H (-0.166, 2.746, -0.192)
H (-0.711, 0.654, -1.756)
H (-2.903, -0.189, -1.309)
H (-2.897, 0.353, 0.478)
N (1.917, 0.204, -0.053)
N (-0.005, 1.705, 0.030)

The calculation puts the LUMO energy at 1.0 eV. The value obtained for the relative energy (zero: lowest compared OMol25 entry of this formula, charge and spin) is 322.70 kJ/mol.

***

Entry from OMol25: 2 unconnected molecules or ions with the total composition C2H8O2 (ωB97M-V/def2-TZVPD).

Atoms and positions in Å:
C (-1.618, 0.909, 1.549)
O (-0.670, 1.543, 2.416)
H (-0.114, 2.142, 1.904)
H (-1.198, -0.050, 1.250)
H (-2.527, 0.744, 2.143)
H (-1.928, 1.546, 0.710)
C (0.989, -1.026, -1.676)
O (2.373, -1.007, -1.305)
H (2.811, -1.753, -1.729)
H (0.445, -1.781, -1.100)
H (0.593, -0.043, -1.423)
H (0.845, -1.224, -2.738)

The calculation puts the LUMO energy at 0.8 eV. The value obtained for the relative energy (zero: lowest compared OMol25 entry of this formula, charge and spin) is 79.60 kJ/mol.

***

Entry from OMol25: a molecular structure, C17H24AuN4 (ωB97M-V/def2-TZVPD).

Atoms and positions in Å:
Au (-0.673, 1.096, -0.062)
C (5.081, -0.719, 0.063)
C (3.882, -1.375, -0.187)
C (2.695, -0.676, -0.265)
C (2.677, 0.713, -0.090)
C (3.902, 1.366, 0.180)
C (5.077, 0.660, 0.237)
N (1.557, 1.472, -0.252)
N (1.671, 2.751, -0.240)
C (0.670, 3.589, -0.090)
C (0.896, 4.983, -0.107)
C (-0.157, 5.851, 0.028)
C (-1.453, 5.370, 0.167)
C (-1.690, 3.998, 0.159)
C (-0.660, 3.100, 0.061)
H (6.004, -1.275, 0.102)
H (3.880, -2.446, -0.330)
H (1.787, -1.209, -0.489)
H (3.879, 2.442, 0.274)
H (6.001, 1.195, 0.397)
H (1.913, 5.326, -0.213)
H (0.017, 6.914, 0.018)
H (-2.287, 6.046, 0.268)
H (-2.711, 3.661, 0.219)
C (-2.725, 1.085, -0.185)
H (-3.036, 1.627, -1.067)
H (-3.166, 1.527, 0.698)
H (-3.038, 0.052, -0.272)
C (-1.107, -3.887, 1.232)
C (-1.884, -3.288, 0.054)
C (-1.256, -3.687, -1.282)
C (-3.342, -3.737, 0.090)
N (-1.928, -1.817, 0.137)
N (-0.672, -1.158, -0.031)
H (-1.199, -4.969, 1.237)
H (-1.503, -3.518, 2.176)
H (-0.044, -3.648, 1.175)
H (-1.447, -4.736, -1.484)
H (-0.174, -3.553, -1.285)
H (-1.696, -3.102, -2.085)
H (-3.395, -4.818, 0.015)
H (-3.883, -3.300, -0.745)
H (-3.817, -3.437, 1.019)
H (-2.324, -1.541, 1.032)
H (-0.337, -1.459, -0.949)
H (0.018, -1.469, 0.670)

The calculation puts the LUMO energy (alpha / beta) at -4.6 / -4.6 eV. The total charge is +1.